No. 1
The following is a DFT calculation (ωB97M-V/def2-TZVPD) of a structure of composition C3HCsLiO2.

Geometry (Å):
C (1.05892, -1.15539, 0.31618)
C (-2.81359, -1.18233, -0.80115)
O (1.92658, -2.05550, 0.24713)
O (-0.21502, -1.58432, 0.22242)
C (-1.75961, -0.44244, -0.66326)
Li (-2.92565, 1.35266, -0.04372)
H (-3.60324, -1.11891, -1.55161)
Cs (0.26407, 2.76083, -0.42230)

Values from the calculation:
Total charge   -1
Gap between HOMO and LUMO (alpha / beta)   4.79 / 3.08 eV
E_LUMO (alpha / beta)   2.0 / 1.7 eV
ΔE to the lowest compared entry with this formula, charge and spin   35.6 kcal/mol
Largest force on an atom   7.0 eV Å⁻¹
E_HOMO (alpha / beta)   -2.8021 / -1.4046 eV
E   -292.8389 a.u.



No. 2
The following is a DFT calculation (ωB97M-V/def2-TZVPD) of a structure of composition C3HEuO2.

Geometry (Å):
H (-0.87333, -2.19478, -0.17190)
C (-0.98281, -1.14071, 0.09178)
C (-0.09740, -0.15195, -0.09497)
O (-2.25587, -0.60745, 0.11533)
Eu (2.42735, 0.01096, 0.10610)
O (-0.91289, 1.01943, -0.08742)
C (-2.19328, 0.72992, 0.04148)

Values from the calculation:
Spin multiplicity   8
Total charge   +1
Gap between HOMO and LUMO (alpha / beta)   5.96 / 6.17 eV
E_LUMO (alpha / beta)   -6.2 / -6.0 eV
ΔE to the lowest compared entry with this formula, charge and spin   40.0 kcal/mol
Largest force on an atom   1.5 eV Å⁻¹
E_HOMO (alpha / beta)   -12.1224 / -12.1250 eV
E   -975.3057 a.u.